Entry 1:
C6H11OP | ωB97M-V/def2-TZVPD

Values from the calculation:
Spin multiplicity: 3
E_LUMO (alpha / beta): 0.6419 / -3.2140 eV
HOMO energy (alpha / beta): -7.389 / -9.597 eV
Orbital gap (alpha / beta): 8.0 / 6.4 eV
Energy relative to the best compared isomer or geometry (same formula, charge and spin): 250.9 kJ/mol

Structure (XYZ):
```
19
C6H11OP ωB97M-V/def2-TZVPD
C -0.822 -0.411 -1.590
C 0.109 -1.792 0.263
C 0.110 2.168 -2.201
H 2.039 -3.691 1.862
H 0.911 1.596 -2.783
H -0.787 2.520 -2.677
H -1.677 1.446 0.311
H 0.820 3.052 -1.847
H -0.227 -1.137 -2.209
O 1.692 0.574 -0.671
C 1.465 -2.765 2.269
H -1.833 -0.526 -1.222
H 2.328 -2.148 2.582
H -0.543 0.538 1.275
H 0.962 -3.015 3.285
P 0.280 0.824 -0.834
C -0.677 1.407 0.547
H -0.324 2.471 0.760
C 0.735 -2.147 1.227
```

Atomic partial charges in e from the Mulliken method, atoms 1 to 2: -0.768, -0.319

Entry 2:
C4H6O | ωB97M-V/def2-TZVPD

Values from the calculation:
E_LUMO: 1.0493 eV
HOMO energy: -10.110 eV
Orbital gap: 11.2 eV
SMILES: C#CCOC
Energy relative to the best compared isomer or geometry (same formula, charge and spin): 191.9 kJ/mol

Structure (XYZ):
```
11
C4H6O ωB97M-V/def2-TZVPD
C -0.917 -0.928 -1.727
C 0.457 1.333 0.363
H -0.578 1.393 0.728
C 0.124 -0.985 0.701
C -0.550 -1.122 -0.598
H -0.609 -0.815 1.505
O 1.042 0.078 0.642
H 1.064 2.075 0.883
H 0.450 1.560 -0.712
H -1.184 -0.710 -2.734
H 0.702 -1.879 0.949
```

Atomic partial charges in e from the Mulliken method, atoms 1 to 2: -0.087, -0.701